{"formula": "C41H88O5S2", "method": "the ωB97M-V functional and the def2-TZVPD basis", "smiles": "C[C@H](COC(=O)CS[C@H]1CCOC1)OC(=O)CS.CCCCCC.CCCCCC.CCCCCC.CCCCCC.CCCCCC", "e_tot_ha": -2787.51755, "homo_lumo_gap_ev": 9.4, "symbols": ["C", "C", "C", "O", "C", "O", "C", "S", "C", "C", "C", "O", "C", "O", "C", "O", "C", "S", "H", "H", "H", "H", "H", "H", "H", "H", "H", "H", "H", "H", "H", "H", "H", "H", "H", "H", "C", "C", "C", "C", "C", "C", "H", "H", "H", "H", "H", "H", "H", "H", "H", "H", "H", "H", "H", "H", "C", "C", "C", "C", "C", "C", "H", "H", "H", "H", "H", "H", "H", "H", "H", "H", "H", "H", "H", "H", "C", "C", "C", "C", "C", "C", "H", "H", "H", "H", "H", "H", "H", "H", "H", "H", "H", "H", "H", "H", "C", "C", "C", "C", "C", "C", "H", "H", "H", "H", "H", "H", "H", "H", "H", "H", "H", "H", "H", "H", "C", "C", "C", "C", "C", "C", "H", "H", "H", "H", "H", "H", "H", "H", "H", "H", "H", "H", "H", "H"], "coordinates": [[-2.47954, -0.65394, 2.52235], [-3.49795, 0.02030, 1.65669], [-4.07096, 1.12821, 2.49154], [-3.05881, 2.07118, 2.85265], [-2.62433, 2.83096, 1.83330], [-3.35984, 3.25693, 0.99058], [-1.15869, 3.19879, 1.85971], [-0.52028, 3.17091, 0.16964], [0.84345, 1.96172, -0.04037], [1.18475, 0.96312, 1.05650], [1.72926, -0.18237, 0.24212], [0.86987, -0.30841, -0.85557], [0.31978, 0.96873, -1.10188], [-4.54302, -0.94068, 1.43062], [-5.08906, -0.99510, 0.18402], [-4.75010, -1.83926, -0.59409], [-6.20220, -0.04322, -0.13712], [-5.69928, 1.58734, -0.74736], [-1.72067, -1.15256, 1.94584], [-3.00820, -1.32697, 3.17245], [-2.03531, 0.10123, 3.14138], [-3.08508, 0.35982, 0.71932], [-4.39632, 0.66955, 3.40766], [-4.93611, 1.59480, 2.05534], [-0.60425, 2.59790, 2.55524], [-1.12222, 4.21651, 2.20472], [1.75975, 2.45133, -0.31030], [1.80308, 1.27514, 1.88093], [0.25489, 0.66815, 1.52228], [1.94380, -1.10439, 0.74642], [2.67623, 0.17745, -0.16781], [0.55030, 1.26322, -2.11673], [-0.74979, 0.90542, -1.02129], [-6.84806, 0.07173, 0.71746], [-6.76045, -0.50752, -0.92292], [-4.37032, 1.54870, -0.75229], [-2.75122, 0.28605, 9.90901], [-1.40551, 0.48786, 9.21745], [-1.37819, 1.69124, 8.27687], [-2.35654, 1.61366, 7.10424], [-2.18532, 0.38929, 6.20855], [-0.82238, 0.32533, 5.52677], [-3.54966, 0.09192, 9.19165], [-2.71162, -0.56335, 10.59138], [-3.02510, 1.16872, 10.48985], [-1.13252, -0.42163, 8.67519], [-0.63462, 0.62811, 9.97903], [-0.36041, 1.82053, 7.89742], [-1.59934, 2.59523, 8.85210], [-2.24224, 2.51676, 6.49624], [-3.38249, 1.63556, 7.48056], [-2.96453, 0.41235, 5.44110], [-2.34958, -0.52693, 6.78161], [-0.65412, 1.21782, 4.91787], [-0.76150, -0.54746, 4.87445], [-0.01566, 0.25210, 6.25084], [-7.93491, -4.31680, -5.84988], [-6.53944, -3.69885, -5.81972], [-6.10575, -3.23896, -4.42885], [-6.97650, -2.14434, -3.81374], [-7.09089, -0.86927, -4.64827], [-5.75413, -0.16497, -4.86075], [-8.70011, -3.60131, -5.54596], [-8.18630, -4.65701, -6.85513], [-7.99201, -5.17815, -5.18157], [-6.49388, -2.86426, -6.52474], [-5.81864, -4.43766, -6.17893], [-5.06842, -2.89762, -4.47510], [-6.10585, -4.10040, -3.75445], [-6.56377, -1.89322, -2.83171], [-7.98077, -2.53671, -3.62766], [-7.77319, -0.18252, -4.13929], [-7.54908, -1.08981, -5.61680], [-5.30183, 0.09673, -3.90291], [-5.89324, 0.75616, -5.42965], [-5.05078, -0.79016, -5.41246], [-6.18570, 1.93692, -11.78738], [-6.82089, 3.12246, -11.06554], [-6.12182, 3.48460, -9.75652], [-6.14052, 2.38701, -8.69218], [-7.53279, 1.90513, -8.28991], [-8.39643, 2.99761, -7.66476], [-6.23390, 1.02641, -11.18885], [-6.69878, 1.73696, -12.72861], [-5.13700, 2.13770, -12.01461], [-7.87890, 2.91600, -10.88373], [-6.79185, 3.99369, -11.72469], [-6.57513, 4.39408, -9.35290], [-5.07976, 3.74028, -9.97150], [-5.62344, 2.75898, -7.80217], [-5.55670, 1.53046, -9.04000], [-7.42091, 1.09095, -7.56846], [-8.05134, 1.47794, -9.15239], [-7.91452, 3.41347, -6.77773], [-9.36500, 2.59820, -7.36207], [-8.58378, 3.81413, -8.36325], [4.66068, -1.80227, 3.45468], [5.05237, -1.59504, 1.99781], [6.46870, -2.06860, 1.68017], [7.57444, -1.33608, 2.44004], [7.59922, 0.17845, 2.24441], [7.84814, 0.60067, 0.79869], [5.29854, -1.23126, 4.13134], [3.63756, -1.48321, 3.62223], [4.73128, -2.85651, 3.72991], [4.93732, -0.54051, 1.72908], [4.35484, -2.14736, 1.36198], [6.63988, -1.97658, 0.60418], [6.54303, -3.13705, 1.90378], [8.54017, -1.74839, 2.12933], [7.48786, -1.55247, 3.50846], [8.39062, 0.59413, 2.87376], [6.66434, 0.62082, 2.59968], [8.79598, 0.19924, 0.43511], [7.89201, 1.68710, 0.71515], [7.05593, 0.25330, 0.13399], [13.79290, -2.05104, 5.12417], [12.78711, -1.04676, 4.56759], [11.66402, -1.69385, 3.75964], [12.11530, -2.44612, 2.50786], [12.89757, -1.60477, 1.50174], [12.09138, -0.44089, 0.93052], [14.30449, -2.59398, 4.32849], [14.55544, -1.54617, 5.71793], [13.29724, -2.78052, 5.76750], [13.30987, -0.30353, 3.95973], [12.34053, -0.49705, 5.39983], [10.93886, -0.92344, 3.48021], [11.12326, -2.39219, 4.40600], [11.22956, -2.85698, 2.01256], [12.72153, -3.30833, 2.79820], [13.21201, -2.25273, 0.67989], [13.81572, -1.22600, 1.95830], [11.18612, -0.80189, 0.43756], [12.67585, 0.11009, 0.19308], [11.79519, 0.26596, 1.70702]]}